No. 1
One molecule with the formula C18H28N2O, computed with ωB97M-V with the def2-TZVPD basis set.

Results
HOMO energy: -7.825 eV
ΔE to the lowest compared entry with this formula, charge and spin: 0.0000 eV
structure (SMILES): CCC(CC)C(=O)N1CCN(c2cccc(C)c2C)CC1
F_max: 0.47 eV/Å
HOMO-LUMO gap: 8.575 eV

Last column: Löwdin charge in e.
Element x y z (Å)
C 4.25922 -1.60061 -2.20550  -0.096
C 3.78992 -0.23275 -1.72337  -0.209
H 2.91777 0.06681 -2.31049  0.109
H 4.57087 0.50924 -1.89819  0.123
C 3.42718 -0.21604 -0.22816  -0.268
C 2.59536 1.03657 0.03717  -0.432
O 3.09894 2.06597 0.44901  0.061
N 1.27314 0.98334 -0.26208  -0.048
C 0.48717 -0.15421 -0.67527  -0.116
H -0.11561 0.14103 -1.54419  0.136
C -0.45763 -0.56300 0.46969  -0.136
N -1.33101 0.52782 0.84725  -0.118
C -2.57889 0.61530 0.20506  -0.192
C -2.91753 1.68561 -0.62025  -0.028
C -4.15269 1.73749 -1.23620  -0.083
C -5.06109 0.71417 -1.05159  -0.060
C -4.76378 -0.34388 -0.20258  -0.238
C -3.53420 -0.38451 0.45458  -0.165
C -3.26990 -1.46448 1.46367  -0.043
H -3.04708 -2.41869 0.98428  0.087
H -2.43680 -1.18841 2.10317  0.076
H -4.14928 -1.61031 2.08800  0.078
C -5.78250 -1.42255 0.01857  -0.050
H -6.17221 -1.38125 1.03596  0.084
H -6.61656 -1.30443 -0.66850  0.075
H -5.34485 -2.40822 -0.13104  0.082
H -6.01628 0.74304 -1.55517  0.105
H -4.39751 2.57234 -1.87651  0.102
H -2.21577 2.48678 -0.79000  0.094
C -0.58059 1.73033 1.13931  -0.134
H -0.01775 1.53880 2.06196  0.131
C 0.42904 2.12111 0.04792  -0.115
H -0.08059 2.43626 -0.86865  0.117
H 1.07101 2.93034 0.39853  0.122
H -1.27484 2.54975 1.32701  0.127
H 0.14781 -0.84331 1.34089  0.133
H -1.05118 -1.41955 0.15507  0.117
H 1.11473 -0.99310 -0.96500  0.112
H 2.84959 -1.11126 0.01782  0.129
C 4.67120 -0.19187 0.66423  -0.219
C 4.31826 -0.44056 2.12565  -0.092
H 3.83186 -1.40756 2.24814  0.072
H 5.21538 -0.42828 2.73990  0.071
H 3.64757 0.33556 2.48596  0.071
H 5.37693 -0.95235 0.32682  0.105
H 5.14478 0.78629 0.57079  0.114
H 4.49594 -1.56256 -3.26622  0.071
H 5.14969 -1.92134 -1.67164  0.065
H 3.48278 -2.34888 -2.05582  0.072

***

No. 2
C58H42ClN4O2OsP2 as an isolated structure in a non-equilibrium geometry, computed with ωB97M-V with the def2-TZVPD basis set.

Results
HOMO energy (spin up / spin down): -15.645 / -15.644 eV
net charge: +3
ΔE to the lowest compared entry with this formula, charge and spin: 0.3628 eV
F_max: 2.56 eV/Å
HOMO-LUMO gap (spin up / spin down): 5.464 / 5.462 eV

Last column: Löwdin charge in e.
Element x y z (Å)
Os 0.16107 -0.16870 -0.60401  1.238
Cl -5.06779 4.91131 -1.03168  0.785
C -3.81738 3.76506 -1.24025  -0.650
C -3.40153 3.40934 -2.55256  -0.024
C -2.42357 2.48088 -2.74059  0.016
C -1.78312 1.85942 -1.64338  -0.324
O -0.88574 0.97240 -1.87533  -0.243
C -2.16276 2.25612 -0.32516  -0.117
C -1.51675 1.79474 0.82054  -0.015
N -0.49369 0.95324 0.89966  -0.034
C 0.15102 0.65644 2.14351  -0.219
C 0.01033 1.38552 3.29450  0.032
C 0.72371 1.03189 4.45836  -0.012
C 1.58869 -0.02514 4.44905  0.025
C 1.76572 -0.78150 3.26510  -0.146
C 2.65830 -1.86993 3.16858  0.042
C 2.79655 -2.51758 1.96994  -0.005
C 2.04596 -2.07944 0.87380  -0.119
N 1.18239 -1.07894 0.94120  -0.098
C 1.03900 -0.42774 2.12075  -0.235
C -3.20848 3.20128 -0.16287  -0.043
H -3.87915 3.87733 -3.40420  0.132
H -2.11572 2.18184 -3.73423  0.139
H -1.89072 2.21237 1.75032  0.140
H -0.62589 2.26064 3.32297  0.123
H 0.58253 1.61528 5.35782  0.129
H 2.16446 -0.28069 5.32953  0.137
H 3.22844 -2.17164 4.03880  0.143
H 3.47598 -3.34998 1.85184  0.131
H 2.16357 -2.54980 -0.09392  0.117
H -3.52622 3.48879 0.83217  0.131
O 1.09364 -1.64126 -2.86220  -0.068
C 2.08552 -1.05152 -3.64268  -0.228
C 2.36683 -1.36244 -4.96534  0.009
C 3.45139 -0.76502 -5.59127  -0.008
C 4.23378 0.17275 -4.92990  -0.026
C 3.87882 0.55941 -3.65410  -0.052
C 2.80191 -0.05682 -3.01295  -0.287
P 2.32021 0.58601 -1.41499  1.073
C 2.24087 2.36296 -1.73862  -0.342
C 3.09976 3.28264 -1.13643  -0.060
C 3.04124 4.61694 -1.51260  -0.037
C 2.11838 5.04008 -2.45670  -0.030
C 1.25040 4.12597 -3.04771  -0.041
C 1.31179 2.79080 -2.69514  -0.094
C 3.68936 0.29169 -0.28831  -0.360
C 4.74610 -0.54902 -0.63781  -0.063
C 5.79708 -0.74013 0.24867  -0.036
C 5.78546 -0.11716 1.48905  -0.031
C 4.71602 0.69402 1.85426  -0.046
C 3.66903 0.89761 0.97293  -0.116
C 0.35790 -2.72705 -3.33372  -0.248
C 0.85030 -3.72819 -4.15775  -0.003
C -0.01581 -4.70832 -4.61868  -0.009
C -1.35988 -4.70270 -4.26296  -0.022
C -1.80822 -3.78034 -3.33793  -0.046
C -0.93245 -2.80731 -2.85782  -0.281
P -1.39650 -1.89778 -1.37861  1.089
C -1.66601 -3.34016 -0.31766  -0.358
C -2.92453 -3.72773 0.13334  -0.068
C -3.07200 -4.94548 0.78503  -0.038
C -1.97306 -5.76468 0.99730  -0.042
C -0.71546 -5.37884 0.54443  -0.050
C -0.56303 -4.16994 -0.11143  -0.108
C -2.96884 -1.09755 -1.68816  -0.363
C -3.38348 -0.81388 -2.99077  -0.068
C -4.57722 -0.14108 -3.19659  -0.040
C -5.34635 0.27044 -2.11298  -0.031
C -4.91023 0.03380 -0.81585  -0.042
C -3.71861 -0.64128 -0.59930  -0.103
H 1.74490 -2.03992 -5.52579  0.117
H 3.68343 -1.03643 -6.61253  0.131
H 5.08653 0.62565 -5.41611  0.128
H 4.43079 1.34008 -3.14415  0.130
H 3.82573 2.96347 -0.40242  0.102
H 3.72971 5.32430 -1.06982  0.124
H 2.07705 6.08380 -2.73909  0.125
H 0.53743 4.45857 -3.79067  0.119
H 0.66025 2.07148 -3.17331  0.097
H 4.76594 -1.03715 -1.60401  0.112
H 6.62810 -1.37155 -0.03621  0.124
H 6.61416 -0.25843 2.17055  0.125
H 4.70515 1.17306 2.82506  0.124
H 2.84271 1.54159 1.25641  0.114
H 1.89890 -3.78204 -4.40775  0.130
H 0.36784 -5.49392 -5.25588  0.131
H -2.03838 -5.44479 -4.65998  0.128
H -2.82630 -3.81893 -2.96944  0.130
H -3.79430 -3.11245 -0.05063  0.107
H -4.05812 -5.26445 1.09742  0.126
H -2.09469 -6.71602 1.49953  0.126
H 0.13631 -6.03200 0.68412  0.122
H 0.40521 -3.89055 -0.51128  0.095
H -2.78661 -1.13534 -3.83537  0.118
H -4.91503 0.05540 -4.20573  0.126
H -6.28729 0.77805 -2.28216  0.127
H -5.50526 0.37078 0.02360  0.124
H -3.37088 -0.83605 0.40822  0.077
N -4.29590 -4.90496 5.83123  0.211
C -3.69263 -4.22882 5.12612  -0.151
C -2.94455 -3.39649 4.22247  -0.201
C -1.68764 -3.79043 3.78115  0.013
C -1.03794 -2.99144 2.85592  -0.134
N -1.54145 -1.85281 2.38320  0.075
C -2.72818 -1.46360 2.85676  -0.137
C -3.47516 -2.19775 3.76062  0.017
H -1.23099 -4.69823 4.15050  0.135
H -0.07012 -3.28557 2.46881  0.100
H -3.10141 -0.50637 2.50299  0.100
H -4.44015 -1.84843 4.10116  0.132

***

No. 3
C13H14FN2OOs as an isolated structure, computed with ωB97M-V with the def2-TZVPD basis set.

Results
expectation value of S²: 6.02
HOMO energy (spin up / spin down): -19.541 / -20.509 eV
net charge: +3
ΔE to the lowest compared entry with this formula, charge and spin: 0.0712 eV
spin multiplicity: 5
F_max: 0.19 eV/Å
HOMO-LUMO gap (spin up / spin down): 8.346 / 6.408 eV

Last column: Löwdin spin population.
Element x y z (Å)
Os 0.31909 -0.11063 -0.03468  2.387
C -0.37261 -3.25643 1.86292  0.003
C 0.31132 -2.54621 0.74503  0.042
C -0.20145 -2.55098 -0.56163  0.103
C 0.47881 -1.86039 -1.59393  0.010
C 1.76502 -1.29386 -1.39791  0.037
C 2.33380 -1.36371 -0.10649  0.035
C 1.56576 -1.87787 0.95282  0.022
H -0.09011 -4.31374 1.80691  0.002
H -1.45675 -3.20771 1.77610  0.000
H -0.05399 -2.89545 2.83940  0.000
H -1.15499 -3.02148 -0.77293  0.004
H 0.01233 -1.76917 -2.56920  0.000
H 2.30042 -0.83780 -2.22108  0.003
H 3.30710 -0.92678 0.08809  0.006
H 1.97571 -1.84689 1.95679  0.004
N -2.65444 4.71026 4.42543  0.014
C -1.62050 3.93677 4.51555  0.077
O -0.83511 3.93483 5.51704  0.826
C -1.19280 2.95934 3.45226  0.057
C -1.10750 3.35966 2.12635  0.011
C -0.68730 2.43204 1.19013  0.022
N -0.35108 1.17046 1.53274  0.035
C -0.43161 0.79621 2.82199  0.018
C -0.84169 1.66483 3.81795  0.011
H -2.87790 5.37822 5.16202  0.001
H -3.31907 4.60843 3.66611  0.002
H -1.33670 4.36750 1.80370  0.000
H -0.62218 2.69922 0.14423  0.003
H -0.16397 -0.22312 3.06258  0.001
H -0.89185 1.31733 4.84151  -0.001
F -0.84329 0.78530 -1.15423  0.265

***

No. 4
A 2-piece molecular cluster, C2H10N2O overall in a non-equilibrium geometry, computed with ωB97M-V with the def2-TZVPD basis set.

Results
HOMO energy: -8.858 eV
ΔE to the lowest compared entry with this formula, charge and spin: 0.6695 eV
structure (SMILES): CNCO.N
F_max: 1.54 eV/Å
HOMO-LUMO gap: 9.866 eV

Last column: Löwdin charge in e.
Element x y z (Å)
N -1.63448 -3.24152 0.85721  0.004
H -1.92691 -4.05772 1.38735  0.005
H -0.62963 -3.28949 0.74504  0.008
H -2.04645 -3.37757 -0.07077  0.015
C -1.07680 0.07020 0.16789  -0.141
N 0.07167 0.54476 -0.60445  -0.134
C 0.88739 1.51715 0.05167  -0.313
O 2.12662 1.83672 -0.65615  -0.082
H -0.79597 -0.59160 0.98033  0.058
H -1.77612 -0.40735 -0.51728  0.077
H -1.58486 0.89369 0.64066  0.063
H -0.28704 0.89377 -1.49746  0.111
H 0.29136 2.43494 0.11179  0.120
H 1.14350 1.14230 1.04454  0.119
H 2.67532 1.01853 -0.66164  0.091

***

No. 5
C29H29ClIrN2OP as an isolated structure in a non-equilibrium geometry, computed with ωB97M-V with the def2-TZVPD basis set.

Results
expectation value of S²: 6.02
HOMO energy (spin up / spin down): -14.205 / -14.153 eV
net charge: +2
spin multiplicity: 5
F_max: 6.20 eV/Å
HOMO-LUMO gap (spin up / spin down): 9.059 / 4.438 eV

Last column: Löwdin spin population.
Element x y z (Å)
Ir -0.34333 0.63264 0.26565  2.328
Cl -0.49452 1.72256 2.32721  0.517
P -0.23699 1.01292 -1.74192  0.212
C -1.61485 0.10754 -2.48904  0.070
C -1.39274 -0.67211 -3.63212  0.020
C -2.50318 -1.22396 -4.27484  0.009
C -3.78086 -1.05273 -3.73502  0.035
C -3.97371 -0.34501 -2.54260  -0.002
C -2.87526 0.22285 -1.88937  0.047
C -0.45341 2.78188 -1.97465  0.093
C 0.38163 3.63887 -1.25494  0.046
C 0.22414 5.01403 -1.44191  -0.004
C -0.78367 5.49470 -2.28454  0.042
C -1.64207 4.61314 -2.94569  0.007
C -1.48900 3.23506 -2.79286  0.030
C 1.35160 0.55895 -2.47625  0.027
C 2.39247 0.02924 -1.70663  0.021
C 3.63493 -0.17845 -2.31723  0.001
C 3.79682 0.11192 -3.67751  0.003
C 2.74393 0.63507 -4.43381  0.003
C 1.50974 0.87919 -3.83112  0.003
H 1.08869 3.20828 -0.54125  0.005
H 0.89665 5.70285 -0.93118  -0.001
H -0.91107 6.57210 -2.40644  0.002
H -2.43753 4.98371 -3.59117  0.000
H -2.14440 2.51855 -3.27362  0.001
H -0.37930 -0.80570 -4.00153  0.001
H -2.35061 -1.77138 -5.20769  0.000
H -4.64494 -1.47140 -4.25180  0.002
H -4.97217 -0.20944 -2.12281  -0.001
H -2.96208 0.74180 -0.92479  0.009
H 2.21075 -0.21247 -0.65431  0.012
H 4.46429 -0.57119 -1.72430  0.000
H 4.75983 -0.07970 -4.15103  0.000
H 2.85493 0.86017 -5.49659  0.000
H 0.67210 1.29616 -4.38655  0.000
H -0.34828 -5.51518 -5.43812  0.000
H 0.40004 -5.48211 -5.40551  0.000
C 1.76565 -1.48965 5.52610  0.006
N 1.61958 -1.14552 4.14354  0.045
N 0.64303 -1.62367 3.34026  0.040
C 0.80150 -1.00726 2.11553  0.019
O -0.25752 -0.88079 1.42867  0.279
C 2.07822 -0.39343 2.12529  0.054
C 2.51478 -0.44791 3.42240  -0.005
C 3.71255 0.19004 4.03008  -0.003
C -0.64878 -2.02125 3.77614  0.004
C -1.20697 -1.48166 4.93585  0.004
C -2.51168 -1.88019 5.29688  0.001
C -3.22026 -2.77360 4.46226  0.004
C -2.64311 -3.25768 3.27143  0.000
C -1.36235 -2.85592 2.91697  0.004
H 2.73959 -1.98217 5.67169  0.002
H 0.96320 -2.17090 5.81342  0.000
H 1.73597 -0.58732 6.16043  0.002
H 2.43390 0.19142 1.29724  0.006
H 3.46906 0.87091 4.85613  -0.001
H 4.44746 -0.52799 4.41185  -0.001
H 4.18503 0.78116 3.23605  0.000
H -0.64900 -0.76408 5.52653  0.000
H -2.94985 -1.50255 6.22403  0.000
H -4.22514 -3.09611 4.75108  0.000
H -3.18999 -3.94882 2.62488  0.000
H -0.89345 -3.17838 1.99318  0.000